No. 1
One molecule with the formula C5H10O2, computed with wB97M-V/def2-TZVPD.

Output
HOMO energy: -9.44 eV
energy above the lowest of the compared OMol25 structures with the same formula, charge and spin: 311.8 kJ/mol
SMILES: OC[C@H]1CCOC1
spin multiplicity: 1
orbital gap: 10.3 eV
molecular weight: 102.1 Da

```
17
Properties=species:S:1:pos:R:3:forces:R:3
O 0.903325 -0.793764 -1.801707 0.03 0.03 -0.01
O -0.029650 0.618624 2.493063 -0.61 2.07 -0.04
C 0.165813 0.260524 0.190609 0.22 -0.87 1.02
C -1.003098 -0.456197 -0.483184 -0.04 -0.09 0.12
C -0.218288 -1.490469 -1.284410 -0.27 -0.20 0.04
C -0.057044 1.405293 1.126735 -0.22 -0.34 1.81
C 1.275586 0.236807 -0.891086 0.00 0.19 0.37
H 0.363883 -0.257283 1.236550 0.95 -1.37 -3.27
H -1.650662 -0.920374 0.267081 -0.05 -0.01 -0.18
H 1.379104 1.160088 -1.485174 -0.20 -0.08 0.34
H 0.108435 -2.307670 -0.621598 -0.04 0.09 -0.11
H -0.764981 -1.920145 -2.128214 0.07 0.07 0.10
H -1.627471 0.158329 -1.148846 0.29 0.06 0.16
H -1.000053 1.948863 1.101798 0.07 0.07 -0.18
H 2.261277 0.015447 -0.457628 -0.18 0.01 -0.02
H 0.804829 2.081650 1.177899 -0.36 -0.15 0.19
H -0.911003 0.260277 2.708112 0.33 0.54 -0.35
```
Forces are in eV/Å.

=====

No. 2
A 2-piece molecular cluster, C3H12N2S overall, computed with wB97M-V/def2-TZVPD.

Output
HOMO energy: -8.42 eV
energy above the lowest of the compared OMol25 structures with the same formula, charge and spin: 193.3 kJ/mol
SMILES: CSC.NCN
spin multiplicity: 1
orbital gap: 9.4 eV
molecular weight: 108.2 Da

```
18
Properties=species:S:1:pos:R:3:forces:R:3
S -1.010480 0.890091 -0.956451 0.25 0.26 1.41
N 0.793760 -0.003991 1.819194 3.04 -0.58 1.59
N 2.336595 -0.954971 0.041238 -3.46 -1.00 -3.00
C -1.127375 -0.507116 -2.088096 -0.03 0.01 -0.20
C 2.253615 -0.626383 1.401132 -0.55 1.67 3.46
C -2.049075 0.462605 0.544252 -3.85 2.32 -2.81
H 3.085418 0.177609 1.821511 -1.84 -2.10 -1.51
H -1.703783 -0.201442 -2.963078 0.04 -0.10 0.08
H -1.635004 -1.317559 -1.596844 -0.21 -0.42 0.14
H 0.927565 1.018856 1.852074 -0.07 -0.30 -0.88
H -2.807960 1.392181 0.581319 1.86 -1.70 0.21
H 2.375553 -1.597080 2.023566 -0.20 1.72 -0.95
H 1.823664 -0.240788 -0.578543 1.46 -0.52 1.43
H -0.145383 -0.857858 -2.422766 -0.11 0.15 0.20
H 0.894673 -0.118250 2.857159 -0.63 -0.41 -0.78
H 1.557047 -1.727458 -0.143034 2.33 1.48 0.82
H -2.785700 -0.265692 0.159173 0.52 -0.17 0.32
H -1.793891 0.234122 1.545929 1.45 -0.30 0.47
```
Forces are in eV/Å.

=====

No. 3
A 2-piece molecular cluster, C26H42N3O7P overall, computed with wB97M-V/def2-TZVPD.

Output
HOMO energy: 2.00 eV
energy above the lowest of the compared OMol25 structures with the same formula, charge and spin: 478.2 kJ/mol
spin multiplicity: 1
orbital gap: 0.8 eV
molecular weight: 539.6 Da
total charge: -2

```
79
Properties=species:S:1:pos:R:3:forces:R:3
P 0.710930 -1.948519 -3.441350 -0.45 -0.07 -1.70
O -0.912489 -2.773714 -1.421764 0.13 0.34 -0.22
O -7.183065 2.854216 0.223362 -0.11 -0.02 -0.17
O 7.064431 -4.012890 -1.918147 0.15 -0.18 -0.05
O 5.903267 3.207271 0.089755 0.15 0.40 0.44
O 5.782024 -2.207232 -2.394780 -0.06 -0.32 -0.34
O 6.649895 -2.415232 -0.368723 0.17 -0.23 0.48
O 0.124242 -1.737752 -4.797670 -0.22 0.20 -0.08
N -3.738051 0.959664 -1.347152 -0.57 0.63 -0.47
N 1.067689 -0.250238 -0.835599 -0.41 -0.30 0.78
N -2.584350 -3.917567 -0.183437 -2.21 1.75 0.11
C -5.037406 1.506676 -0.936972 0.12 -1.00 0.51
C -2.910409 1.895008 -2.144497 0.39 -0.49 0.82
C 2.727513 -1.420991 0.716062 0.93 -0.35 -0.59
C -5.263215 2.228619 3.300740 0.28 -0.10 -0.02
C -6.283402 2.657521 2.463255 -0.31 0.08 0.05
C -0.579802 0.890412 -2.256698 0.56 0.30 0.94
C 4.463114 0.373085 1.137168 0.06 -0.46 -0.69
C 3.965591 -0.680612 0.131263 -1.11 0.57 0.95
C -3.717859 -4.020889 1.958421 0.25 -1.26 -0.19
C 1.553393 -1.527338 -0.249460 0.06 -0.73 0.81
C 6.520260 -2.910542 -1.573836 -0.69 0.91 0.14
C 6.285186 4.511969 0.467288 -0.35 -0.52 -0.23
C 5.855654 0.859563 0.735544 -0.10 0.87 1.34
C 1.035815 0.700349 0.136912 0.36 -0.80 -0.49
C -1.183430 -3.794902 1.816400 0.31 0.75 0.12
C -0.332393 -0.348050 -1.333445 0.47 0.85 -1.39
C -4.056853 1.367996 1.390397 -0.43 0.30 1.02
C 6.076135 2.318189 1.183214 -0.13 -0.87 -0.22
C -2.494031 -3.908915 1.086641 0.73 -0.57 0.22
C -1.473272 1.960619 -1.593868 -0.21 -0.05 -1.31
C -2.217723 -2.684491 -0.871372 1.33 -1.24 0.15
C -5.093008 1.778284 0.565719 0.24 0.11 -1.09
C -6.199316 2.441093 1.096666 0.60 -0.04 0.38
C 0.930714 1.388846 1.109462 -0.67 0.98 0.19
C -0.595921 -1.600735 -2.177273 -0.17 -0.34 1.10
C -4.151369 1.602277 2.763488 0.14 -0.15 -0.26
H -0.948910 0.582483 -3.234903 -0.18 0.06 0.00
H 0.637185 2.160188 1.776359 0.39 -0.01 0.26
H 1.845071 -2.249915 -1.016806 -0.02 0.37 -0.37
H -1.084006 2.954715 -1.827778 0.14 -0.03 0.02
H -7.163680 3.145459 2.867280 0.01 0.02 0.01
H -0.339290 -3.744138 1.133776 -0.08 -0.01 -0.13
H 2.437402 -1.039287 1.695375 -0.23 0.27 -0.08
H 4.481641 -0.051145 2.147878 0.14 -0.03 0.02
H 6.559515 0.280283 1.329999 0.27 -0.38 -0.62
H -2.951662 -2.470607 -1.656456 0.06 -0.24 -0.19
H 5.870064 4.762276 1.452089 0.03 0.12 0.01
H 5.340620 2.555186 1.968184 0.02 0.19 0.01
H 5.868774 5.191351 -0.275958 0.19 0.13 -0.01
H -3.887991 -3.035216 2.394332 -0.02 0.10 -0.08
H 7.068335 2.428560 1.644875 0.13 0.23 -0.29
H 7.378118 4.580532 0.510107 0.02 0.21 0.02
H 1.813982 -1.095274 -3.264634 0.05 -0.36 0.64
H -7.409390 3.773131 0.394241 -0.04 -0.07 0.15
H -3.168229 0.878387 1.026157 -0.10 -0.01 -0.43
H -5.308743 2.368235 4.372557 -0.18 0.13 0.00
H -1.490498 -1.389560 -2.774702 0.19 0.10 -0.32
H -3.326399 2.904236 -2.158060 -0.34 -0.10 0.15
H 3.761814 1.212022 1.180518 -0.09 0.04 -0.08
H -1.128464 -2.923921 2.477482 -0.12 -0.01 0.07
H -2.894648 1.523020 -3.170909 0.14 0.29 -0.14
H -3.584448 -4.731709 2.777941 -0.05 0.08 0.10
H -2.288615 -1.870737 -0.142356 0.15 0.18 -0.10
H 4.769429 -1.376727 -0.144578 0.18 0.02 -0.29
H -3.927993 0.135918 -1.898205 0.15 -0.03 -0.04
H -5.356154 2.363795 -1.531585 0.09 0.17 0.11
H -5.778909 0.721131 -1.122971 -0.16 0.16 -0.04
H 0.720595 -1.996174 0.291294 -0.08 0.10 -0.06
H 0.394226 1.346574 -2.436443 0.09 -0.16 -0.06
H 6.038313 0.743458 -0.329016 0.18 -0.17 0.00
H -1.012106 -0.235302 -0.482659 -0.13 -0.55 0.00
H 3.058317 -2.450187 0.890253 -0.19 -0.08 0.06
H -4.554233 -4.326446 1.335762 -0.15 0.14 0.08
H -1.440971 1.846293 -0.513332 -0.20 0.08 0.06
H -1.048386 -4.673426 2.451206 -0.13 -0.05 0.00
H 1.072106 -3.307598 -3.329497 0.25 0.28 0.77
H 3.601892 -0.110129 -0.725857 0.43 -0.19 -0.36
H -3.332180 1.279223 3.393365 -0.07 0.04 0.12
```
Forces are in eV/Å.

=====

No. 4
A 8-piece molecular cluster, C36H54N8O13 overall, computed with wB97M-V/def2-TZVPD.

Output
HOMO energy: -8.71 eV
energy above the lowest of the compared OMol25 structures with the same formula, charge and spin: 599.5 kJ/mol
spin multiplicity: 1
orbital gap: 3.9 eV
molecular weight: 806.9 Da

```
111
Properties=species:S:1:pos:R:3:forces:R:3
O -5.416550 3.699640 -3.303532 0.43 -5.82 3.65
O 1.304450 3.278640 -5.415532 -0.24 0.42 -0.46
O 6.206450 2.533640 3.028468 -0.83 -3.25 3.15
O -3.399550 -1.462360 1.872468 4.95 1.50 0.92
O 4.436450 -4.370360 -6.675532 0.71 1.39 0.23
O 5.993450 2.000640 5.172468 0.50 0.13 0.13
O 2.558450 -6.008360 -1.182532 -2.26 -0.11 2.15
O 1.096450 -0.322360 -0.078532 0.14 1.04 0.56
O 3.153450 1.952640 7.741468 -0.99 -0.26 -1.40
O -0.495550 1.104640 0.501468 0.44 -1.16 -1.04
O 3.146450 0.058640 6.745468 -0.98 0.90 -0.83
O 2.406450 -4.916360 -6.259532 2.47 4.49 1.88
O -0.843550 -0.609360 -0.868532 -0.81 1.08 0.19
N -5.330550 2.569640 -2.667532 -1.08 4.52 -4.59
N 5.933450 1.704640 4.008468 -0.34 2.17 -2.59
N 1.131450 3.416640 -3.187532 0.18 -1.27 1.84
N 3.437450 -4.069360 -6.062532 -1.91 -4.73 -1.11
N 1.436450 -4.952360 0.550468 0.00 0.35 1.24
N -0.086550 0.084640 -0.161532 0.24 -0.77 0.13
N -1.784550 -1.939360 3.436468 3.79 0.99 -1.22
N 2.797450 1.241640 6.784468 1.87 -0.19 2.53
C -0.366550 -1.566360 3.735468 -2.64 2.11 8.56
C 1.917450 1.019640 4.444468 -2.35 2.36 0.35
C -2.404550 -3.001360 4.217468 -1.69 -1.29 -7.67
C -3.215550 1.445640 -3.124532 -0.81 0.69 -3.22
C 1.000450 -4.984360 2.020468 -4.56 -1.04 -2.85
C -7.837550 2.352640 -3.061532 2.08 2.67 -1.57
C 0.615450 4.089640 -1.990532 -0.97 -2.04 -0.62
C 2.044450 1.840640 5.708468 -1.22 -0.31 -4.19
C -5.293550 0.267640 -0.942532 -1.06 -1.79 -3.84
C 4.861450 -2.259360 -4.669532 -3.52 0.39 -0.38
C 3.571450 -0.801360 -2.996532 3.89 -0.54 0.22
C -6.254550 0.723640 -4.175532 0.00 0.26 -2.74
C 1.407450 -3.670360 -0.160532 -1.14 -0.15 0.54
C 1.210450 1.734640 3.345468 0.93 0.68 3.10
C 4.142450 -1.238360 1.980468 1.22 4.24 1.52
C 0.674450 3.035640 3.342468 1.48 2.93 3.18
C -2.187550 -1.247360 2.311468 -3.79 -1.42 0.10
C 3.516450 -2.978360 -5.085532 -1.67 2.50 5.31
C 4.042450 -2.173360 3.015468 4.69 6.08 3.37
C 4.850450 -1.144360 -3.599532 -4.34 -4.61 -3.70
C 2.224450 -2.701360 -4.148532 5.63 2.83 -2.18
C 1.944450 -6.077360 -0.076532 2.71 4.24 -3.04
C -6.635550 0.854640 -1.548532 0.96 -2.18 1.63
C 0.827450 3.903640 4.656468 0.52 -2.22 -0.28
C 2.426450 -1.449360 -3.306532 5.85 -7.15 -7.24
C 0.862450 3.867640 -4.446532 2.03 -3.38 0.71
C 5.339450 -0.760360 4.736468 -4.49 -1.21 -7.44
C 5.340450 0.389640 3.722468 -1.42 -4.32 -2.65
C -4.059550 2.137640 -2.053532 2.74 2.62 -0.90
C -3.246550 3.445640 -1.765532 0.77 -0.47 4.92
C 4.746450 0.169640 2.264468 0.42 -2.96 3.41
C -6.463550 1.614640 -2.841532 -3.17 -1.14 -0.32
C 4.551450 -2.055360 4.380468 3.85 13.32 -10.55
C -4.204550 1.372640 -0.828532 -1.77 -4.53 0.73
C 1.852450 2.081640 -3.005532 1.52 -0.50 -3.89
C 1.543450 3.218640 5.811468 -0.47 0.28 -1.55
H -3.377550 -2.746360 4.161468 -3.80 1.65 0.47
H 0.266450 -1.481360 3.041468 4.43 -0.33 -6.46
H 1.678450 -5.583360 2.502468 1.71 -1.11 1.61
H -4.987550 -0.578360 -1.642532 0.21 1.05 0.65
H 1.297450 -3.299360 -4.241532 0.78 0.64 0.06
H 1.701450 -1.232360 -2.816532 -8.97 2.64 6.01
H -8.641550 1.754640 -3.416532 -0.39 -0.99 0.30
H 5.761450 -0.700360 -3.480532 2.07 1.25 0.84
H -7.616550 3.002640 -3.921532 -0.30 -0.17 -0.21
H 0.360450 3.581640 2.362468 0.23 -1.42 2.03
H 3.424450 -2.882360 2.920468 -4.33 -5.90 -1.35
H -5.554550 -0.301360 -0.082532 0.27 0.17 1.26
H 1.096450 -2.831360 0.447468 0.13 -0.11 0.99
H -3.345550 0.702640 -0.630532 0.38 1.29 0.23
H -1.303550 -0.493360 1.981468 -2.59 -1.40 0.07
H -3.323550 4.089640 -2.588532 0.08 1.17 -0.83
H 2.919450 2.220640 -3.653532 -2.87 -0.61 1.88
H -6.784550 1.482640 -0.747532 -0.72 2.87 1.40
H 0.616450 3.463640 -1.089532 -0.96 -0.86 -0.66
H 1.257450 1.212640 -3.645532 1.47 2.26 1.85
H -4.558550 1.936640 -0.014532 0.37 1.15 1.19
H 0.566450 -3.652360 -0.846532 0.44 -0.23 -0.94
H 2.362450 -3.379360 -0.540532 0.50 -0.22 -0.84
H 1.800450 3.723640 6.817468 -0.70 -0.68 -1.96
H -3.811550 3.906640 -0.706532 1.94 -0.82 -3.24
H -0.321550 4.584640 -2.196532 -0.49 -0.12 0.10
H 5.695450 -0.866360 5.656468 1.86 0.94 3.77
H -7.632550 0.302640 -1.341532 1.82 0.03 -1.52
H -2.738550 -3.983360 3.634468 2.51 1.00 1.48
H 0.746450 -4.008360 2.597468 0.67 -1.58 -1.70
H 1.226450 4.780640 -1.578532 2.50 2.93 0.40
H 2.053450 -0.137360 4.244468 0.43 2.79 0.99
H -0.236550 -0.463360 4.134468 -1.26 -1.51 -0.66
H 2.132450 -6.931360 0.466468 -0.59 -2.16 1.82
H 4.782450 1.039640 1.545468 -0.10 -1.33 0.97
H 0.291450 -1.951360 4.628468 -2.09 -0.70 -1.43
H -5.370550 -0.043360 -4.202532 -1.21 2.12 0.17
H -6.272550 1.586640 -5.183532 0.45 -2.89 3.13
H -0.022550 -5.707360 1.920468 2.37 2.24 1.00
H -2.250550 1.809640 -3.050532 2.42 -0.23 1.68
H -2.142550 -2.792360 5.123468 1.98 -0.53 5.67
H 4.384450 -2.716360 4.960468 -1.80 -8.32 7.84
H 2.124450 1.716640 -1.968532 -0.91 1.03 -1.08
H 3.586450 -1.449360 1.053468 0.55 0.43 0.36
H 3.552450 -0.215360 -2.042532 0.04 0.05 -1.34
H 0.207450 4.666640 -4.509532 -1.37 2.13 0.01
H 0.362450 5.050640 4.735468 1.55 -3.49 -0.14
H -3.177550 1.931640 -4.159532 -1.68 -0.59 0.80
H 5.717450 -2.566360 -5.367532 -1.08 0.76 1.56
H -8.161550 3.152640 -2.371532 0.32 -1.04 0.57
H -7.135550 -0.022360 -4.423532 1.23 1.98 1.10
H 1.069450 1.247640 2.449468 -0.09 -1.40 -1.92
H -3.262550 0.386640 -3.257532 -0.17 -0.56 0.33
H -2.037550 3.229640 -1.511532 -3.72 0.31 -0.51
```
Forces are in eV/Å.